No. 1
Density functional theory data (ωB97M-V/def2-TZVPD) for a 17-piece molecular cluster, C64H96ClO36 overall at a distorted geometry.

LUMO energy in eV: 1.4
DFT total energy in a.u.: -5664.8601
Kohn-Sham gap in eV: 9.25
Charge: -1

Geometry (Å):
Cl: -7.33901 3.30995 -18.48297
O: -7.69464 3.43913 -19.87068
O: -8.44920 2.61414 -17.99692
O: -6.15701 2.58536 -18.34754
O: -7.12037 4.53376 -17.72666
O: -2.72556 6.79069 -17.56219
C: -2.14159 5.81104 -17.75439
O: -1.42375 5.16726 -16.76549
C: -0.47256 4.20763 -17.25635
C: -0.63322 4.34570 -18.78506
C: -1.96665 5.11279 -19.09314
H: -0.55881 3.17149 -16.92912
H: 0.52835 4.61404 -17.11103
H: -0.59167 3.42492 -19.36689
H: 0.25124 4.89251 -19.11192
H: -2.85891 4.59206 -19.44073
H: -1.84083 5.97533 -19.74758
O: -13.64806 0.25260 -14.84733
C: -12.90333 1.17619 -14.88276
O: -12.73458 2.16562 -13.95469
C: -12.02980 3.26034 -14.54922
C: -11.96874 3.00008 -16.00096
C: -12.03741 1.48074 -16.09783
H: -11.03732 3.44772 -14.13937
H: -12.55427 4.21228 -14.46654
H: -10.99333 3.30202 -16.38240
H: -12.71126 3.46292 -16.65099
H: -11.01033 1.19083 -15.87611
H: -12.41250 0.98675 -16.99415
O: -2.92351 2.71449 -14.66497
C: -3.94360 3.24901 -14.30574
O: -4.56096 2.90665 -13.11246
C: -5.57982 3.92202 -12.79301
C: -5.58155 4.92133 -13.99385
C: -4.71554 4.39473 -15.10304
H: -5.22964 4.40290 -11.87965
H: -6.48555 3.37274 -12.53599
H: -5.19265 5.86897 -13.62123
H: -6.54369 5.20578 -14.41983
H: -4.07344 5.20383 -15.45114
H: -5.36971 3.89586 -15.81808
O: -8.11900 12.05780 -14.37565
C: -7.61443 10.95081 -14.16149
O: -8.26091 9.92764 -14.61187
C: -7.35091 8.84337 -14.61433
C: -6.30058 9.12050 -13.48966
C: -6.36008 10.61508 -13.51064
H: -6.86350 8.67387 -15.57444
H: -7.89935 7.92167 -14.41994
H: -5.24947 8.96659 -13.73377
H: -6.44806 8.63237 -12.52629
H: -5.58462 11.04653 -14.14357
H: -6.26640 11.26629 -12.64159
O: -3.55129 9.10461 -21.23992
C: -4.38886 8.22835 -20.97523
O: -4.28014 7.35222 -19.94180
C: -5.45665 6.66584 -19.65100
C: -6.49535 7.26736 -20.60120
C: -5.71429 7.99788 -21.70898
H: -5.69346 6.74177 -18.58975
H: -5.29316 5.61273 -19.87976
H: -7.16530 7.89062 -20.00890
H: -7.09204 6.54352 -21.15629
H: -6.07649 9.01187 -21.87847
H: -5.42592 7.56363 -22.66626
O: -10.76178 6.63330 -14.18107
C: -10.95938 6.95987 -15.33910
O: -12.00121 7.70196 -15.62770
C: -11.99887 7.93950 -17.04961
C: -10.70385 7.57698 -17.55794
C: -10.26405 6.51060 -16.59263
H: -12.18323 9.00027 -17.21949
H: -12.67270 7.24474 -17.55098
H: -10.10276 8.47446 -17.70401
H: -10.89377 7.15525 -18.54494
H: -9.17525 6.55313 -16.56418
H: -10.40715 5.47627 -16.90533
O: 0.53953 -0.25507 -19.06921
C: -0.06395 -0.09243 -18.04791
O: -1.30920 0.41093 -18.04241
C: -1.83814 0.52955 -16.73985
C: -0.67590 0.42523 -15.81652
C: 0.39470 -0.25357 -16.64760
H: -2.60247 -0.23647 -16.60894
H: -2.31088 1.51167 -16.74801
H: -0.85482 -0.18463 -14.93099
H: -0.54151 1.42422 -15.40172
H: 0.57122 -1.28737 -16.35063
H: 1.31757 0.32619 -16.63033
O: -3.45202 -1.80628 -11.09375
C: -3.67818 -1.96166 -12.31130
O: -4.72518 -2.59673 -12.78726
C: -4.90153 -2.54088 -14.20202
C: -3.84765 -1.56941 -14.73789
C: -2.96270 -1.27104 -13.49748
H: -5.82715 -2.00892 -14.42189
H: -4.81799 -3.54744 -14.61186
H: -4.24929 -0.61044 -15.06525
H: -3.21067 -1.93740 -15.54222
H: -2.71926 -0.23223 -13.27454
H: -2.10141 -1.93405 -13.57939
O: -8.62503 2.67905 -14.23107
C: -8.58171 1.54459 -13.74855
O: -9.17790 0.49506 -14.25910
C: -9.42130 -0.61398 -13.49000
C: -8.48346 -0.34508 -12.34911
C: -8.00387 1.05869 -12.45112
H: -9.27894 -1.59959 -13.93319
H: -10.46846 -0.51930 -13.20262
H: -7.70878 -1.07806 -12.57428
H: -8.79487 -0.62916 -11.34391
H: -6.92148 1.11583 -12.56627
H: -8.45612 1.73442 -11.72521
O: -7.24802 9.34267 -17.69395
C: -6.90751 10.42626 -18.04047
O: -7.44313 11.56822 -17.44891
C: -6.73032 12.75749 -17.86133
C: -5.49526 12.12449 -18.60699
C: -5.93909 10.74829 -19.08191
H: -6.46209 13.50468 -17.11443
H: -7.39480 13.33138 -18.50725
H: -4.62009 12.07420 -17.95919
H: -5.16421 12.77989 -19.41257
H: -5.24588 9.90931 -19.14256
H: -6.46591 10.80263 -20.03459
O: -13.32807 3.16634 -18.87051
C: -12.56998 2.67927 -19.71355
O: -13.06937 2.57352 -20.96228
C: -12.18028 2.27949 -21.94118
C: -11.02327 1.71493 -21.11167
C: -11.08495 2.30924 -19.77221
H: -11.85453 3.17873 -22.46402
H: -12.45876 1.51797 -22.66962
H: -10.13681 2.01145 -21.67235
H: -10.97844 0.63667 -20.95857
H: -10.65535 3.30199 -19.63813
H: -11.12965 1.66389 -18.89493
O: -9.81401 -1.21234 -22.84215
C: -9.01182 -0.38393 -23.23945
O: -8.00876 0.21815 -22.45438
C: -7.65566 1.48064 -23.02335
C: -8.56707 1.66202 -24.30827
C: -8.82089 0.18606 -24.59913
H: -6.60865 1.48930 -23.32629
H: -7.70631 2.25345 -22.25634
H: -8.20372 2.06198 -25.25491
H: -9.51438 2.17650 -24.14694
H: -7.99220 -0.37454 -25.03167
H: -9.66702 -0.05429 -25.24287
O: -6.08160 -4.11864 -18.41386
C: -6.42445 -2.90844 -18.30992
O: -5.93428 -2.08209 -17.35871
C: -6.35540 -0.74573 -17.28915
C: -7.15683 -0.72567 -18.56276
C: -7.51600 -2.14648 -19.00989
H: -5.46749 -0.13790 -17.46307
H: -6.91439 -0.54043 -16.37619
H: -6.48485 -0.19502 -19.23727
H: -8.10633 -0.19576 -18.48695
H: -7.50652 -2.23248 -20.09644
H: -8.53392 -2.43114 -18.74361
O: -12.16491 -3.70300 -22.09141
C: -12.18145 -2.86330 -21.16535
O: -11.18598 -2.71200 -20.34884
C: -11.42801 -1.70735 -19.32817
C: -12.90676 -1.66547 -19.25352
C: -13.30636 -1.88102 -20.77837
H: -11.02291 -0.77243 -19.71537
H: -10.96701 -1.87065 -18.35405
H: -13.19278 -0.65903 -18.94797
H: -13.38340 -2.49078 -18.72458
H: -13.15671 -0.98043 -21.37389
H: -14.19285 -2.49076 -20.95287
O: -3.11383 5.57261 -25.98765
C: -4.05076 5.30518 -25.28406
O: -5.21586 5.71218 -25.48551
C: -6.19617 5.46701 -24.44814
C: -5.38510 4.80383 -23.39700
C: -3.97658 4.68296 -23.95545
H: -6.95719 4.72602 -24.69282
H: -6.58008 6.39488 -24.02415
H: -5.85416 3.88598 -23.04256
H: -5.42791 5.36909 -22.46601
H: -3.52655 3.69030 -23.96956
H: -3.24473 5.32993 -23.47178
O: -2.39568 -2.59787 -22.98204
C: -2.74259 -1.52215 -22.44125
O: -1.84695 -0.87263 -21.69970
C: -2.44312 0.33809 -21.38026
C: -3.95137 0.02464 -21.23025
C: -4.13154 -0.86025 -22.54794
H: -2.27220 1.15394 -22.08259
H: -2.12934 0.77217 -20.43094
H: -4.53580 0.94399 -21.19377
H: -4.28758 -0.41631 -20.29183
H: -4.13571 -0.28099 -23.47127
H: -4.84398 -1.68332 -22.60351

Löwdin population analysis, charges in e, atoms 1 to 99: Cl 0.5656; O -0.3811; O -0.3580; O -0.3480; O -0.3615; O 0.1611; C -0.5067; O 0.0057; C -0.1309; C -0.1303; C -0.0415; H 0.1009; H 0.1193; H 0.1022; H 0.1073; H 0.1190; H 0.1171; O 0.1210; C -0.4797; O 0.0404; C -0.1668; C -0.1767; C -0.0645; H 0.1141; H 0.1260; H 0.1042; H 0.1014; H 0.1139; H 0.1060; O 0.0863; C -0.3974; O -0.0095; C -0.0995; C -0.1571; C -0.0377; H 0.1150; H 0.0906; H 0.1008; H 0.1119; H 0.1164; H 0.1083; O 0.0699; C -0.5466; O 0.0797; C -0.1343; C -0.1189; C -0.1124; H 0.1058; H 0.1194; H 0.1097; H 0.1153; H 0.1363; H 0.1383; O 0.0689; C -0.4461; O 0.0000; C -0.1682; C -0.1217; C -0.0664; H 0.1253; H 0.1135; H 0.1058; H 0.1051; H 0.1163; H 0.1027; O 0.0867; C -0.4993; O 0.0686; C -0.1768; C -0.1899; C -0.0472; H 0.1365; H 0.1335; H 0.1199; H 0.1234; H 0.1217; H 0.1233; O 0.1265; C -0.5001; O 0.0159; C -0.1759; C -0.1495; C -0.0582; H 0.1017; H 0.1126; H 0.0987; H 0.1095; H 0.1353; H 0.1332; O 0.0604; C -0.4575; O 0.0318; C -0.1260; C -0.1530; C -0.0616; H 0.1091; H 0.1374; H 0.0988; H 0.1063


No. 2
Density functional theory data (ωB97M-V/def2-TZVPD) for C26H18BrN3S2Yb as an isolated structure at a distorted geometry.

Relative energy (zero: lowest compared OMol25 entry of this formula, charge and spin) in kcal per mole: 36.5
2S+1: 2
<S²>: 0.821
LUMO energy (alpha / beta) in eV: -9.6 / -11.7
DFT total energy in a.u.: -5693.9808
Kohn-Sham gap (alpha / beta) in eV: 5.89 / 3.52
Charge: +3

Geometry (Å):
Yb: -1.18226 -0.03604 -1.84726
C: -0.60248 -5.51706 0.28976
C: -1.04078 -4.46666 -0.74527
C: -1.96686 -4.81398 -1.77398
C: -2.55365 -3.89584 -2.63264
C: -2.11749 -2.58914 -2.53456
Br: -2.91644 -1.31193 -3.81300
N: -1.23082 -2.23576 -1.57608
C: -0.76253 -3.10047 -0.69328
H: -0.21588 -5.00666 1.18265
H: 0.14706 -6.23350 -0.11769
H: -1.51736 -6.04534 0.67931
H: -2.32982 -5.82524 -1.84379
H: -3.03676 -4.27869 -3.53435
H: -0.19502 -2.74749 0.14294
S: -3.90091 3.92610 3.39959
C: -5.55631 3.71856 3.66676
C: -6.05695 2.62468 3.11010
C: -5.13501 1.84831 2.42168
C: -3.83267 2.42591 2.55333
C: -2.58477 2.00965 1.95748
C: -2.50745 1.24646 0.79171
N: -1.31476 0.87135 0.25195
C: -0.15762 1.34003 0.76431
C: -0.18394 2.16161 1.96198
C: 1.09392 2.63801 2.45834
C: 2.28599 2.40500 1.82896
C: 2.35677 1.68524 0.60416
C: 3.49154 1.52004 -0.15623
C: 3.46580 0.65594 -1.29241
C: 2.15102 0.09502 -1.63079
N: 1.01461 0.57939 -1.16604
C: 1.09729 1.18691 0.08395
C: 4.61293 0.46900 -2.14272
C: 5.78736 1.16838 -1.84994
C: 6.85821 0.83012 -2.71500
C: 6.46750 -0.09630 -3.68751
S: 4.81625 -0.60673 -3.56018
C: -1.39796 2.43279 2.57554
H: -6.12418 4.42032 4.22084
H: -7.10304 2.33175 3.19099
H: -5.46400 0.94471 1.86342
H: -3.41021 0.87646 0.34588
H: 1.16755 3.18348 3.40526
H: 3.21454 2.60195 2.35843
H: 4.48653 1.93660 0.09343
H: 2.18891 -0.56135 -2.52340
H: 5.89230 1.72959 -0.92435
H: 7.85578 1.02243 -2.47619
H: 7.17080 -0.41527 -4.50396
H: -1.22474 2.89768 3.53789

How is the electron density shared among the atoms? According to natural (NBO), the charges in e are: Yb 1.6026; C -0.6544; C 0.0225; C -0.0884; C -0.2534; C 0.1436; Br 0.1567; N -0.6477; C 0.0497; H 0.2345; H 0.2660; H 0.2601; H 0.2553; H 0.2744; H 0.2155; S 0.5391; C -0.3315; C -0.2517; C -0.1682; C -0.2990; C -0.0398; C 0.0957; N -0.5997; C 0.1818; C -0.0525; C -0.1518; C -0.1563; C -0.0883; C -0.0390; C -0.1195; C 0.1562; N -0.5712; C 0.2075; C -0.0789; C -0.1459; C -0.1903; C -0.2012; S 0.5100; C -0.0668; H 0.2698; H 0.2586; H 0.2400; H 0.2191; H 0.2579; H 0.2537; H 0.2441; H 0.2080; H 0.2452; H 0.2720; H 0.3021; H 0.2541


No. 3
Density functional theory data (ωB97M-V/def2-TZVPD) for one molecule with the formula C3H5NO2.

Relative energy (zero: lowest compared OMol25 entry of this formula, charge and spin) in kcal per mole: 22.6
LUMO energy in eV: 0.9
DFT total energy in a.u.: -322.5383
Kohn-Sham gap in eV: 11.33
Charge: 0
SMILES: [H]/N=C(\C)OC=O

Geometry (Å):
H: 0.22894 -0.46341 2.10800
N: -0.31023 0.16416 1.51771
C: -0.27365 -0.23102 0.32568
C: 0.40186 -1.44304 -0.24081
O: -0.87733 0.58333 -0.62874
C: -0.41943 1.86787 -0.63182
O: 0.61162 2.23613 -0.15334
H: 1.38661 -1.14022 -0.61284
H: -0.15297 -1.89572 -1.06681
H: 0.53657 -2.18326 0.55145
H: -1.13200 2.50517 -1.16847

How is the electron density shared among the atoms? According to natural (NBO), the charges in e are: H 0.3464; N -0.6250; C 0.5614; C -0.7005; O -0.5310; C 0.6545; O -0.5411; H 0.2432; H 0.2383; H 0.2259; H 0.1278


No. 4
Density functional theory data (ωB97M-V/def2-TZVPD) for an isolated ion of composition C4H12N4 and charge +2 at a distorted geometry.

Relative energy (zero: lowest compared OMol25 entry of this formula, charge and spin) in kcal per mole: 137.1
LUMO energy (alpha / beta) in eV: -12.2 / -11.7
DFT total energy in a.u.: -377.7814
Kohn-Sham gap (alpha / beta) in eV: 6.02 / 6.75
Charge: +2

Geometry (Å):
C: 1.16990 -1.11606 1.10649
C: 1.11869 0.59196 -0.59777
C: -1.02370 -1.00953 -0.20972
C: -1.20634 1.43697 -0.33818
N: 1.88904 -0.37826 0.10631
N: -1.67759 0.12646 -0.74598
N: -0.20884 -0.79540 1.07376
N: 0.13212 1.26138 0.12291
H: 1.35815 -2.13466 0.81519
H: 1.45164 -0.65204 2.09052
H: 1.89831 1.40836 -1.03442
H: 0.73683 0.21594 -1.51315
H: -1.90789 -1.72066 0.10332
H: -0.18584 -1.37316 -0.96624
H: -1.25705 2.14979 -1.13621
H: -1.92721 1.96070 0.26253
H: 2.41535 -0.90627 -0.56615
H: -2.47145 0.11010 -1.38210
H: -0.85575 -0.77979 1.83549
H: 0.55165 1.60419 0.97342

How is the electron density shared among the atoms? According to natural (NBO), the charges in e are: C -0.1009; C -0.1223; C -0.1273; C -0.1231; N -0.4725; N -0.3524; N -0.4168; N -0.4022; H 0.2859; H 0.2724; H 0.3329; H 0.2248; H 0.3242; H 0.2469; H 0.3171; H 0.3095; H 0.4314; H 0.4696; H 0.4497; H 0.4533